[1]
A molecular structure, C28H53BiBrN6O3PS. Source: OMol25; level of theory: ωB97M-V/def2-TZVPD.

```
94
C28H53BiBrN6O3PS, DFT ωB97M-V/def2-TZVPD
C -2.90 -2.25 0.02
H -0.05 2.22 -4.37
H 2.67 3.10 -2.20
H 4.54 -5.82 2.84
C -1.49 -4.04 2.37
C -2.05 4.33 0.09
C 3.21 -1.08 2.43
C -2.94 -1.72 3.06
H -1.72 2.76 -4.22
H -2.32 4.52 -2.70
C 0.62 3.30 -1.61
H -2.20 -3.94 -1.09
C 5.06 -4.91 2.52
C -2.58 0.50 -2.77
H 0.39 -4.43 1.42
H -3.14 -1.22 4.01
C 5.21 -4.04 0.15
C 1.17 3.84 -0.28
Br 2.42 -2.13 -2.23
N -0.05 0.60 2.90
H -0.33 5.23 -2.07
O 4.21 -1.70 2.80
H -3.82 1.54 -0.85
H 1.99 1.60 -1.61
H -2.85 0.28 2.21
C 0.33 4.50 -2.53
H -1.55 3.92 0.97
H -3.44 3.17 -2.85
C -3.16 -0.72 1.91
H 0.47 4.47 0.27
C 3.11 -3.98 1.25
H -2.65 -0.22 -3.59
H 5.18 -3.12 -1.81
H 1.60 2.19 -3.24
N 2.20 0.93 1.42
H 2.05 4.45 -0.50
H 3.75 -0.19 0.53
C 1.77 2.48 -2.21
C 3.28 -3.09 -0.81
C -0.64 -4.28 1.11
H -3.02 1.92 0.68
C -3.44 2.35 -0.23
H 1.49 3.02 0.35
C 3.43 0.16 1.52
H 0.50 -0.02 3.50
C -2.38 3.23 -0.93
H -3.65 -2.55 3.01
C -1.78 -3.00 -0.70
H -3.70 -2.02 -0.70
C 2.01 1.81 2.43
H -1.02 0.60 3.19
H 0.84 0.27 -2.96
H -0.45 -0.69 -3.69
H -1.47 -2.42 -1.57
H -2.74 -0.04 -1.84
H 4.98 -4.16 3.31
N 2.52 -3.38 0.22
H -1.35 1.21 -4.96
H -2.55 -4.16 2.17
H 1.28 5.01 -2.73
C -3.02 3.89 -2.15
N -2.43 -1.06 0.72
C -1.18 1.14 -2.82
H 4.24 0.76 1.93
H -3.84 4.53 -1.81
C 4.46 -4.33 1.28
H -2.98 4.79 0.41
S -1.28 -2.44 3.21
H -3.38 1.22 -2.90
O 1.99 -1.35 2.71
H -0.02 2.54 2.13
H -1.43 5.12 -0.34
H 6.26 -4.28 0.13
H -0.99 -5.23 0.68
H -4.28 2.99 0.04
Bi 0.49 -0.37 0.86
C 4.62 -3.39 -0.93
H 0.52 2.44 3.84
H 0.24 -3.27 -0.39
H -4.25 -0.65 1.74
N -0.63 1.25 0.00
H -0.28 -0.63 -1.94
H 2.49 -4.16 2.12
C 0.54 1.96 2.86
H 6.11 -5.14 2.38
N -0.62 -3.21 0.14
P -0.85 2.16 -1.25
H -0.09 4.22 -3.49
O 2.87 2.43 3.03
C -1.07 1.89 -4.16
C -0.20 -0.03 -2.85
H -2.29 -0.25 0.12
H -1.23 -4.81 3.09
H -3.36 -2.90 0.76
```

## Properties
Orbital gap (eV): 8.21
LUMO (Ha): 0.0141
Strongest force on any atom (eV/Å): 0.140
E_tot (eV): -140986.8936
E_HOMO (eV): -7.821
Relative energy (zero: lowest compared OMol25 entry of this formula, charge and spin) (kcal/mol): 2.1

=====

[2]
3 unconnected molecules or ions with the total composition C28H53ClO5. Source: OMol25; level of theory: ωB97M-V/def2-TZVPD.

```
87
C28H53ClO5, DFT ωB97M-V/def2-TZVPD
H 0.69 -3.44 0.29
H -3.61 -1.67 4.27
C -0.44 2.99 1.43
H -1.20 1.07 2.46
H -2.11 2.77 -3.49
C -2.26 -0.48 -4.69
H 4.35 3.16 -3.99
O -2.98 0.42 -2.58
H -2.13 -1.47 -4.24
C -1.81 -3.21 0.10
C 1.98 4.07 -5.12
Cl 5.30 0.02 0.95
H 3.39 1.22 1.75
C 2.19 3.35 -3.80
H 0.79 1.89 -1.02
H -2.14 2.62 2.80
C 1.34 -2.72 4.88
C 3.28 -2.89 0.83
H -0.79 3.48 0.47
O 1.08 2.50 -3.54
H 3.43 1.76 -4.59
H -4.03 -3.21 -0.45
C 0.67 -2.31 0.12
H 0.00 0.63 0.02
C -2.06 0.61 -3.65
H -2.24 0.96 0.16
H 3.15 1.13 -0.49
O 2.26 -2.71 1.82
H -1.49 -3.84 0.98
H -3.26 2.11 -4.64
H -1.05 0.53 -3.22
H -2.80 2.72 0.24
C 3.64 0.10 1.78
C 0.95 2.28 1.14
H -2.84 -3.02 2.44
C 1.42 -1.58 1.35
C -3.31 -2.64 0.22
H 1.31 1.73 2.07
H 1.04 1.85 -4.26
H 3.85 -2.52 3.81
H -3.37 -1.55 -0.07
H 2.79 -0.33 3.89
C 0.58 -1.24 2.65
C -2.67 1.76 0.84
H -0.54 -1.27 2.53
H -3.28 -0.45 -5.09
H 1.18 -2.15 -0.87
C 0.89 -2.23 3.85
C -2.25 1.99 -4.25
H -1.75 -3.79 -0.88
H -1.55 -0.38 -5.52
C 3.47 2.53 -3.82
H 2.13 -0.18 -1.25
H -4.35 -3.83 1.79
C 3.76 -0.30 3.30
C -1.58 2.03 2.00
H -0.23 3.81 2.19
H 5.28 -1.97 2.84
H -1.54 2.17 -5.06
C 0.94 1.25 -0.08
H 2.81 4.75 -5.34
C -0.86 -1.91 -0.06
H 1.72 3.09 0.90
H 2.24 4.08 -2.99
H 3.61 2.01 -2.86
H -4.06 -0.65 1.92
H -3.67 1.41 1.26
H -5.60 -1.66 1.80
O 3.44 -1.64 0.15
H 1.89 3.36 -5.94
C 4.55 -1.64 3.63
C -4.67 -1.68 3.86
H 0.83 -0.16 2.95
H -5.27 -0.79 4.23
C -4.57 -1.59 2.27
H -1.21 -1.03 0.56
H 1.86 -3.06 5.82
H -5.18 -2.66 4.13
C -3.75 -2.86 1.77
H 4.36 0.54 3.80
H 1.05 4.65 -5.10
H 5.14 -1.49 4.59
C 2.28 0.44 -0.30
H -3.88 0.49 -2.94
O 3.87 -3.92 0.59
H -1.00 -1.59 -1.15
C 2.59 -0.66 0.85
```

## Properties
Orbital gap (eV): 10.58
LUMO (Ha): 0.0189
Strongest force on any atom (eV/Å): 3.462
E_tot (eV): -52650.4040
E_HOMO (eV): -10.067
SMILES: C#CC[C@]1(CCCCCCC)OC(=O)O[C@]1(CCCCCC)[C@H](Cl)CC.CC(C)O.CC(C)O

=====

[3]
9 unconnected molecules or ions with the total composition C28H54FNO17S4. Source: OMol25; level of theory: ωB97M-V/def2-TZVPD.

```
105
C28H54FNO17S4, DFT ωB97M-V/def2-TZVPD
C -0.87 1.24 -4.14
H -5.09 3.42 -3.04
C 1.51 -4.32 -1.12
S -3.40 -1.92 1.38
H 1.89 7.47 -1.64
H -4.57 -3.92 -0.64
H 1.55 -0.74 5.96
H -4.28 -4.12 1.85
O 1.54 4.26 1.18
N 0.20 -0.42 0.49
H -0.01 -1.26 -0.01
O -2.10 -1.59 1.98
C -5.32 2.21 0.20
H -3.88 4.83 -0.93
C 2.43 5.72 -0.41
H 1.87 -4.70 4.01
H 5.80 3.51 -0.12
C 0.81 -5.02 -2.23
O 1.02 -1.79 3.36
H 1.39 -3.18 -1.36
O 3.18 1.03 1.77
O 1.77 -5.28 1.29
S -3.69 2.92 0.39
C -2.16 0.92 -3.38
C -3.87 3.87 -1.01
S 1.16 -2.64 4.46
H -6.66 1.80 -1.73
H 1.47 -5.77 -2.73
H 3.62 4.87 1.11
H -1.23 -5.14 -2.00
C -3.11 -2.75 -0.98
H -3.01 -0.68 -0.38
C 4.49 2.15 -1.19
O -3.70 3.66 1.65
H -6.15 3.98 -1.57
C 6.81 1.56 -0.64
C -3.61 -3.95 -0.20
O 4.95 2.09 0.94
H -0.17 -0.52 1.42
H 7.56 1.81 0.03
C 0.19 1.86 -3.18
H -1.90 -3.09 -0.99
C 1.86 7.23 -0.55
C -0.16 -6.01 -0.15
C -5.58 2.14 -1.25
C 2.54 5.35 1.07
H 2.33 6.02 1.75
H -6.11 2.89 0.83
C -0.32 -5.80 -1.65
O -3.16 3.34 -5.58
O 0.29 2.95 -0.23
O 1.40 4.84 -0.89
H 2.59 -4.55 -1.12
O 3.57 1.45 -0.45
H -0.24 2.84 -2.58
H 0.23 -4.25 -2.99
C 5.61 2.48 -0.21
H -4.55 -1.24 -0.47
O -1.23 2.31 -5.08
H 6.48 0.58 -0.74
H 0.30 -7.00 0.03
O -4.52 -1.46 2.13
C 3.40 -2.00 5.76
C -2.51 2.55 -4.92
O 0.00 -3.63 0.93
H 4.59 1.47 -2.10
C 3.59 -3.42 5.14
H -3.24 -2.46 -1.80
H 1.06 -0.23 0.41
H -0.61 -6.76 -2.25
C -3.47 -3.74 1.27
H -0.39 0.41 -4.35
C 3.86 1.56 0.90
O -3.09 1.68 -4.12
S 0.77 -4.72 0.42
H -0.41 0.19 -0.08
H 2.91 -3.47 3.00
C -3.57 -1.51 -0.28
C 1.03 3.97 -0.02
C 2.51 -3.75 4.16
H 0.84 7.26 -0.18
H 0.39 1.20 -2.39
H -2.28 0.93 -2.32
O -2.69 1.85 0.15
H 3.85 3.19 -1.61
H -1.11 -6.20 0.28
C -5.15 3.47 -1.82
H -5.42 1.02 0.67
H 2.35 7.72 0.18
H -2.58 -3.98 1.70
H 3.76 -1.30 5.07
H 3.92 -1.61 6.46
H 3.37 5.52 -0.90
O -0.04 -3.32 4.94
H 1.55 -2.22 6.70
H -4.90 1.47 -1.84
H 4.71 -3.49 4.85
H -2.41 0.01 -3.63
C 1.90 -1.71 5.78
H 7.61 1.92 -1.60
H -3.02 -4.77 -0.67
H 3.42 -4.14 5.95
H 1.22 2.22 -3.65
H -3.05 3.55 -1.66
F -0.36 -1.21 -2.20
```

## Properties
Orbital gap (eV): 8.64
LUMO (Ha): -0.0010
Strongest force on any atom (eV/Å): 15.270
E_tot (eV): -112252.1097
E_HOMO (eV): -8.670
Relative energy (zero: lowest compared OMol25 entry of this formula, charge and spin) (kcal/mol): 75.5

=====

[4]
8 unconnected molecules or ions with the total composition C28H54N2O18. Source: OMol25; level of theory: ωB97M-V/def2-TZVPD.

```
102
C28H54N2O18, DFT ωB97M-V/def2-TZVPD
H -1.61 -4.58 -4.00
C -3.55 -1.93 0.43
H -4.52 2.87 0.55
C 3.89 -0.69 4.84
H 4.76 -0.77 -6.45
C -1.08 3.08 2.52
C -3.48 2.70 0.79
H -0.20 -0.01 -4.43
C 3.12 0.59 4.98
O 4.93 -2.06 -3.94
H 0.12 0.74 -1.01
H -1.60 0.25 3.97
H 0.68 4.25 3.67
H 0.24 4.02 -1.29
H -3.06 2.97 6.98
H 5.59 -2.06 -7.26
H 2.75 0.73 -2.45
C 0.06 0.31 -5.47
O -1.54 4.19 2.63
H -2.60 0.68 -2.33
H 3.25 -2.10 1.06
H -0.69 -0.42 0.08
O 2.83 -1.34 -4.39
C 0.79 -3.30 -0.49
H 2.84 -3.85 1.12
H 1.83 -0.74 -2.21
O -3.41 -1.69 -0.86
H -0.37 -1.76 3.19
C -0.18 0.57 0.03
C 5.47 -1.57 -6.29
O -1.56 2.34 5.20
H -5.19 -0.84 -1.72
C -0.63 0.01 4.43
C -4.16 -0.55 -1.45
C 0.14 2.75 -3.53
O -1.83 1.93 2.38
H 1.61 -2.61 1.63
H -3.56 2.89 2.93
H 0.79 -1.69 4.46
H 1.87 1.05 -4.86
O 0.30 1.91 -2.66
H 2.90 0.00 -0.91
O 0.20 2.77 2.28
H -4.08 0.74 -3.23
O 0.44 -3.23 -1.76
H -0.80 1.50 0.23
H -0.89 -4.83 -1.75
C -2.19 3.00 7.66
H 2.12 3.28 2.98
H -3.68 1.27 2.41
C 1.16 3.79 2.76
H -3.78 -3.52 2.59
O -0.36 3.98 -3.25
O 0.50 2.74 -4.81
H -1.70 -3.16 -1.82
C -0.68 4.10 -1.82
O 1.96 -2.76 -0.34
C -2.78 -3.50 2.06
H 3.79 1.48 4.97
O 3.90 -1.04 -2.38
H -2.32 -4.46 1.88
H -4.36 0.16 -0.65
C -0.83 -3.87 -3.69
H -0.91 0.48 -6.02
H 0.13 -4.09 -4.10
H 1.27 1.83 -6.41
O -1.42 1.76 7.36
O -0.81 0.28 5.84
H 4.06 -3.09 -5.49
N 4.66 -1.57 4.65
H -3.25 -0.69 -3.38
C 1.03 0.63 0.94
H -2.09 -2.89 2.64
H -3.17 1.99 0.01
C -0.27 -1.46 4.21
N 1.91 0.59 1.65
C 0.98 1.49 -5.42
H 1.32 4.58 2.04
H -2.56 2.88 8.70
H -1.01 5.09 -1.67
C -1.30 1.52 6.07
H 0.57 -0.52 -5.93
H -2.96 3.67 0.65
H 2.46 0.54 4.12
C -3.24 2.21 2.21
O -4.05 -1.21 1.28
H -1.07 -2.88 -4.17
C 2.47 -2.83 1.05
O 0.03 -3.80 0.34
C -3.48 0.06 -2.65
H -0.79 -2.14 4.86
C 5.04 -2.63 -5.23
H 2.61 0.72 5.93
C 2.79 -0.27 -1.95
C -0.87 -3.80 -2.17
H -1.66 3.94 7.55
H -1.32 3.31 -1.50
H 6.48 -1.22 -6.08
O -2.91 -3.02 0.73
C 3.77 -1.45 -3.63
H 0.13 0.67 3.98
H 5.87 -3.32 -5.14
```

## Properties
Orbital gap (eV): 10.96
LUMO (Ha): 0.0209
Strongest force on any atom (eV/Å): 4.076
E_tot (eV): -69745.8984
E_HOMO (eV): -10.396
Relative energy (zero: lowest compared OMol25 entry of this formula, charge and spin) (kcal/mol): 2.6
SMILES: CCOC(=O)OC.CCOC(=O)OC.CCOC(=O)OC.CCOC(=O)OC.CCOC(=O)OC.CCOC(=O)OC.CC#N.CC#N

=====

[5]
A molecular structure, C28H54P2SiYb. Source: OMol25; level of theory: ωB97M-V/def2-TZVPD.

```
86
C28H54P2SiYb, DFT ωB97M-V/def2-TZVPD
H -6.87 -1.61 -4.17
H 1.56 3.37 -2.35
Yb -0.16 -0.16 -0.32
H 2.00 -3.74 3.79
H -2.58 -3.33 -3.59
H 1.88 1.43 3.00
C -6.55 -0.64 -2.25
H 3.96 -1.29 0.98
C 2.45 -0.21 -2.60
C 1.87 -3.16 2.86
H 1.97 0.31 -3.43
H 1.23 3.67 1.43
P -2.76 0.65 0.69
H -4.03 -2.53 -1.09
H -0.67 -0.54 -3.42
H -4.24 0.90 2.62
H -6.38 0.58 -4.71
H 0.70 1.98 -3.05
C -5.29 0.75 -4.65
H 0.00 2.48 1.89
H -3.79 -1.50 1.06
C -3.53 -1.55 -1.10
H -1.75 -1.83 3.89
H 0.15 -2.92 -0.01
H -0.37 -5.39 2.14
C 1.45 1.65 -1.08
C 1.99 0.75 0.97
C 0.56 2.89 1.03
H -5.22 -0.80 -6.14
C -4.55 -0.40 -5.36
C 2.16 0.43 -1.30
H -3.16 3.02 0.37
H -0.08 2.97 -1.80
H -0.49 -5.01 3.88
C -3.67 2.10 0.04
H -2.63 1.66 2.88
H -3.08 -1.85 -4.72
H 3.12 0.20 2.71
H -3.97 -0.98 -1.93
C 3.21 -1.40 0.18
H -2.81 -0.12 3.00
H 2.11 -1.26 -2.62
H 2.40 -2.21 2.99
C -3.16 0.78 2.47
C -3.82 -0.80 0.22
H -5.63 1.06 -1.24
H -7.54 -0.23 -2.50
H -4.84 -0.40 0.16
H -1.75 -4.21 -2.26
H 3.73 -1.72 -0.73
C -4.08 -1.49 -4.47
H -2.41 -0.18 -3.34
H 2.36 -3.72 2.05
H -4.70 2.11 0.40
H -1.84 -4.62 2.77
H -0.16 3.37 0.36
H -6.72 -2.69 -2.81
C -1.76 -3.29 -2.87
C -6.28 -1.79 -3.27
C -4.87 0.98 -3.22
C 1.33 1.83 0.33
C -0.74 -4.65 2.86
H -1.33 0.57 -2.17
H -0.41 -0.69 3.60
C 0.88 2.53 -2.12
C -5.57 0.50 -2.18
H -4.07 1.72 -3.10
C -4.87 -2.15 -3.60
H -0.81 -3.23 -3.41
H 2.54 -2.21 0.47
H -3.68 0.02 -5.90
H -5.10 1.68 -5.21
H -6.66 -1.06 -1.24
H 1.41 -0.26 2.79
H -4.56 -3.12 -3.18
C -0.65 -1.74 3.82
P -1.82 -1.89 -1.71
H -0.24 -1.98 4.81
Si 0.02 -2.96 2.54
C -1.51 -0.37 -2.73
C -0.41 -2.39 0.80
H -1.48 -2.63 0.63
H -3.68 2.10 -1.06
C 2.49 -0.12 -0.04
H 3.54 -0.23 -2.79
C 2.11 0.52 2.43
```

## Properties
Spin multiplicity: 2
<S²>: 0.751
Orbital gap (alpha / beta) (eV): 7.73 / 7.54
LUMO (alpha / beta) (Ha): -0.0927 / -0.1011
Strongest force on any atom (eV/Å): 2.465
E_tot (eV): -87890.2515
E_HOMO (alpha / beta) (eV): -10.258 / -10.290
Net charge: +1
Relative energy (zero: lowest compared OMol25 entry of this formula, charge and spin) (kcal/mol): 0.0